# 1
136
Properties=species:S:1:pos:R:3 method="wB97M-V/def2-TZVPD" smiles=BrCCBr.COCCOC.COCCOC.COCCOC.COCCOC.COCCOC.COCCOC.COCCOC.COCCOC largest_force_ev_per_a=3.35 energy_ev=-209452.7905 e_homo_ev=-9.35
Br 15.894 14.399 11.181
Br 18.559 14.040 8.813
O 13.446 19.793 15.717
O 16.280 16.935 19.400
O 11.682 7.408 22.004
O 10.961 15.050 12.651
O 15.219 19.480 13.427
O 8.966 16.093 14.288
O 14.080 15.641 15.900
O 13.215 9.899 21.560
O 10.588 11.518 19.510
O 10.668 14.650 21.570
O 18.088 19.797 10.254
O 16.367 15.517 14.404
O 9.977 12.476 16.713
O 18.142 18.405 17.946
O 9.973 15.618 18.625
O 15.764 17.802 10.095
C 15.956 19.022 9.372
C 14.187 10.907 21.802
C 12.200 19.919 16.229
C 15.879 18.015 18.548
C 13.615 18.591 14.897
C 19.265 19.263 18.059
C 7.546 16.200 14.549
C 11.037 16.009 19.459
C 9.331 16.762 13.094
C 12.305 9.720 22.631
C 15.864 20.721 13.728
C 12.302 14.736 12.442
C 15.209 16.146 19.856
C 15.128 14.677 16.181
C 11.189 8.770 22.076
C 9.232 16.685 18.026
C 17.441 19.285 9.157
C 12.030 6.905 23.288
C 11.811 11.095 18.793
C 16.455 15.284 15.801
C 15.043 18.559 14.472
C 9.703 13.541 15.837
C 14.500 17.766 10.728
C 11.519 14.807 20.396
C 17.690 16.032 13.997
C 15.710 14.392 9.250
C 18.211 18.851 11.340
C 16.871 15.123 8.670
C 10.764 16.422 12.714
C 9.363 11.280 18.750
C 17.025 19.022 18.551
C 12.807 15.025 16.018
C 11.181 13.638 22.453
C 9.085 12.460 17.815
H 7.277 17.219 14.867
H 15.608 13.389 8.954
H 14.638 17.125 11.624
H 14.768 14.929 9.033
H 17.180 14.460 15.996
H 16.741 15.367 7.602
H 9.711 14.537 16.402
H 14.178 18.725 11.128
H 14.507 15.998 18.945
H 15.882 17.665 17.502
H 13.371 17.707 15.521
H 15.441 17.599 14.206
H 12.741 14.134 15.345
H 7.234 15.425 15.204
H 20.156 18.709 17.830
H 19.067 19.209 11.942
H 17.718 17.027 13.638
H 18.387 15.963 14.810
H 12.934 18.644 13.991
H 13.784 17.395 9.976
H 17.299 18.669 11.960
H 10.346 8.888 22.758
H 15.574 15.178 20.058
H 8.699 16.409 12.249
H 12.223 11.925 18.203
H 8.295 16.240 17.807
H 11.817 16.415 18.931
H 10.899 16.867 11.734
H 14.892 18.401 18.790
H 15.720 18.815 15.278
H 12.123 5.776 23.224
H 15.036 13.790 15.576
H 15.454 19.095 8.400
H 16.988 16.021 9.167
H 15.498 19.929 9.858
H 11.728 10.629 22.801
H 17.903 18.267 8.957
H 16.669 16.161 16.366
H 11.331 12.754 21.899
H 12.458 13.683 12.584
H 15.135 10.509 22.157
H 8.043 12.456 17.461
H 9.612 17.006 17.073
H 19.405 19.705 19.089
H 17.538 20.025 8.334
H 16.940 20.504 13.668
H 11.665 13.893 19.826
H 13.835 11.749 22.410
H 8.538 11.300 19.452
H 14.608 16.642 20.668
H 15.147 14.412 17.265
H 15.641 21.579 13.093
H 13.004 7.171 23.663
H 12.854 9.360 23.553
H 12.244 20.527 17.108
H 17.995 15.501 13.131
H 9.181 17.876 13.159
H 9.430 10.264 18.311
H 14.610 11.308 20.888
H 12.616 14.609 17.018
H 11.427 16.843 13.455
H 19.150 20.027 17.286
H 11.855 18.906 16.577
H 10.343 13.391 23.079
H 12.008 15.741 15.831
H 12.546 15.079 20.707
H 12.975 15.313 13.110
H 18.507 17.837 11.036
H 9.196 17.533 18.772
H 9.195 13.345 18.429
H 10.356 13.532 14.968
H 16.709 19.831 17.881
H 12.541 10.730 19.492
H 17.324 19.385 19.537
H 15.726 20.953 14.763
H 11.234 7.206 24.023
H 8.678 13.508 15.489
H 11.617 10.236 18.198
H 10.893 9.104 21.104
H 12.591 15.071 11.402
H 11.931 14.110 23.065
H 10.752 16.889 20.038
H 11.440 20.313 15.575
H 7.031 16.021 13.607

=====

# 2
56
Properties=species:S:1:pos:R:3 method="wB97M-V/def2-TZVPD" smiles=Fc1ccccc1.Fc1ccccc1.Fc1ccccc1.ClCCl.ClCCl.ClCCl.ClCCl largest_force_ev_per_a=3.80 energy_ev=-131517.4278 e_homo_ev=-9.09
Cl 2.105 -0.489 2.298
Cl -6.608 5.198 2.983
Cl -5.295 4.993 0.266
Cl -1.382 0.874 7.461
Cl -0.713 0.199 1.942
Cl -3.242 -1.724 -2.846
Cl -4.017 0.725 -4.200
Cl 0.812 -0.885 8.156
F -2.035 -9.549 3.767
F 3.423 -0.833 -6.852
F 0.705 6.962 -4.515
C 1.090 5.616 -2.589
C -2.721 -8.037 2.051
C -5.207 4.672 2.014
C -3.100 -6.765 1.616
C 3.883 -0.831 -5.619
C 1.888 5.249 -1.530
C 3.504 -1.912 -4.774
C 2.662 7.321 -3.215
C 0.405 0.783 7.671
C -4.395 -0.312 -2.836
C 3.941 -2.002 -3.466
C 5.117 0.102 -3.752
C 4.794 -0.999 -2.955
C 3.460 6.932 -2.089
C 4.767 0.141 -5.100
C -3.036 -6.019 3.895
C -3.323 -5.768 2.552
C 1.484 6.617 -3.469
C -2.368 -8.323 3.371
C -2.517 -7.221 4.292
C 0.455 -1.071 2.150
C 3.078 5.884 -1.231
H -5.413 -0.690 -2.933
H 0.714 1.424 8.497
H -2.647 -8.860 1.356
H -2.278 -7.489 5.311
H 2.853 8.180 -3.841
H -5.086 3.597 2.148
H 5.743 0.922 -3.433
H -4.345 5.233 2.375
H 3.536 -2.808 -2.872
H 0.162 5.073 -2.695
H 4.355 7.491 -1.861
H -4.313 0.286 -1.928
H 1.609 4.399 -0.924
H 0.295 -1.711 1.282
H 5.228 -1.026 -1.966
H 5.067 0.946 -5.754
H -3.752 -4.810 2.298
H 0.915 1.058 6.749
H -3.315 -5.307 4.657
H 2.778 -2.600 -5.182
H 3.618 5.559 -0.353
H -3.502 -6.718 0.615
H 0.161 -1.676 3.008

=====

# 3
15
Properties=species:S:1:pos:R:3 method="wB97M-V/def2-TZVPD" largest_force_ev_per_a=2.14 s2=6.006 energy_ev=-48143.5532 multiplicity=5 e_homo_ev="-8.24 / -6.84"
Fe 0.304 0.574 0.073
F 1.733 1.097 1.238
F -0.185 2.120 -1.026
O -1.241 -0.445 -1.028
O -1.281 1.152 1.385
O 1.788 -0.143 -1.376
O 0.525 -1.381 1.058
H -1.501 -1.331 -1.292
H 2.638 -0.585 -1.426
H -0.047 -1.903 1.627
H 1.413 -1.720 1.195
H -1.958 0.143 -1.286
H 1.442 -0.132 -2.273
H -1.859 0.591 1.908
H -1.770 1.965 1.223

=====

# 4
18
Properties=species:S:1:pos:R:3 method="wB97M-V/def2-TZVPD" largest_force_ev_per_a=4.46 energy_ev=-81872.1789 e_homo_ev="-11.86 / -11.85" total_charge=+1
Br 0.826 -1.420 1.723
N -0.294 1.159 -1.805
N 2.251 -0.341 -2.274
N -1.745 0.378 2.104
C -1.401 0.637 0.794
C 0.396 0.334 -0.798
C -2.108 1.345 -0.207
C 2.282 -2.269 0.941
C -1.479 1.526 -1.454
C 1.524 -0.127 -1.388
C -0.129 0.007 0.398
H 3.129 -0.463 -2.684
H -2.495 0.803 2.591
H 2.237 -3.315 0.607
H -1.125 -0.170 2.637
H -2.107 1.847 -2.251
H -3.040 1.869 -0.005
H 3.281 -1.800 1.069

=====

# 5
90
Properties=species:S:1:pos:R:3 method="wB97M-V/def2-TZVPD" largest_force_ev_per_a=0.69 energy_ev=-155310.6621 e_homo_ev=-12.39 total_charge=+2
Sn 1.192 -1.230 -1.905
As -1.185 6.521 -2.822
S -1.142 -1.950 -2.395
S -2.186 -1.212 1.541
P -1.051 2.384 -1.153
O 0.098 1.293 -0.584
O -0.511 1.254 3.779
O 1.228 0.787 5.056
O 1.307 -3.351 -1.562
O 0.182 2.453 1.336
N -4.074 1.251 3.391
N 2.080 -1.582 1.560
N 1.590 -0.731 0.659
N -4.747 -1.409 2.048
N 0.282 -4.163 -1.863
C -0.169 1.000 -4.828
C -3.772 -0.674 1.546
C -3.055 1.049 -0.062
C 0.503 -5.492 -1.743
C -6.131 -1.000 2.262
C -1.716 4.799 -1.970
C -3.664 3.075 1.840
C 0.416 1.433 0.772
C 1.882 -1.182 2.826
C -4.393 1.774 2.058
C -2.784 6.709 -3.928
C -2.492 1.353 -3.324
C 1.211 0.012 2.763
C 0.565 0.752 3.893
C -1.699 -5.921 -2.535
C -1.920 -4.565 -2.608
C -2.667 7.462 -5.096
C -5.114 6.331 -4.440
C -2.455 2.243 -0.086
C -4.019 6.158 -3.598
C -2.566 0.842 -4.612
C -0.541 4.755 -5.095
C -4.982 7.063 -5.612
C -0.466 -6.393 -2.085
C 1.588 4.715 -6.223
C -2.762 3.297 0.897
C -1.409 0.653 -5.354
C -0.493 4.072 -1.365
C -1.249 1.677 -2.785
C -4.129 0.688 0.934
C 1.260 6.147 -4.319
C -0.085 1.520 -3.548
C -0.054 5.702 -4.194
C 1.034 0.240 1.382
C -3.758 7.637 -5.934
C 0.275 4.266 -6.106
C 2.080 5.657 -5.331
C -0.908 -3.664 -2.273
H -1.576 4.425 -5.036
H 0.876 1.834 -3.155
H 3.094 6.024 -5.432
H -2.869 -4.162 -2.932
H -3.655 8.227 -6.836
H 1.483 -5.761 -1.378
H -2.199 4.203 -2.747
H -0.175 4.504 -0.421
H -0.253 -7.449 -2.006
H 0.726 0.895 -5.425
H -3.853 3.835 2.593
H -0.120 3.552 -6.820
H -4.451 -2.261 2.496
H 2.214 -1.772 3.669
H -2.218 4.232 0.869
H 0.342 4.070 -2.069
H -6.218 -0.431 3.186
H 1.640 6.894 -3.632
H -5.052 0.560 0.358
H 2.116 0.422 5.004
H -2.787 0.275 -0.769
H -5.834 7.195 -6.269
H -5.462 1.982 2.057
H 2.541 -2.420 1.248
H -6.487 -0.387 1.437
H -3.397 1.509 -2.749
H -6.756 -1.886 2.321
H -2.479 -6.613 -2.829
H -4.154 5.603 -2.676
H -1.714 7.911 -5.353
H -4.468 1.845 4.111
H -6.072 5.901 -4.174
H -2.463 5.015 -1.207
H 2.218 4.347 -7.025
H -3.069 1.226 3.537
H -3.530 0.597 -5.037
H -1.472 0.249 -6.356